{"formula": "C9H6I2", "method": "ωB97M-V/def2-TZVPD", "symbols": ["I", "I", "C", "C", "C", "C", "C", "C", "C", "C", "C", "H", "H", "H", "H", "H", "H"], "xyz": [[-3.506918, 1.633569, 0.264859], [-2.911517, -1.781664, -0.374675], [0.939790, 1.861623, -1.070945], [-0.749823, 0.263921, -0.164690], [1.961009, 1.038316, -0.681846], [-2.103215, 0.070223, 0.122950], [0.284204, -0.560370, 0.227827], [1.639173, -0.173956, -0.031859], [0.096143, -1.857306, 0.997520], [-0.370518, 1.478766, -0.868583], [-0.613907, -2.105118, 2.044431], [1.272155, 2.695353, -1.529725], [-1.019478, -2.803943, 2.657699], [2.901505, 1.460041, -0.905092], [0.739960, -2.519652, 0.355433], [-1.055440, 2.166035, -1.300402], [2.496884, -0.865836, 0.257105]], "forces_ev_per_a": [[0.542, -0.470, -0.007], [-0.450, 0.040, -0.089], [-1.381, -2.981, 1.359], [1.191, 3.163, -1.310], [-1.091, -1.658, 1.189], [-1.959, -0.678, 0.093], [2.001, -0.222, 0.981], [0.811, -0.422, -0.322], [1.266, 0.672, -1.916], [0.637, -0.322, 0.380], [0.893, 1.873, -1.632], [0.117, 2.981, -1.634], [-0.837, -1.856, 1.608], [1.459, -0.509, 0.195], [-0.626, -0.588, 1.257], [-1.149, 0.085, 0.075], [-1.422, 0.892, -0.226]], "nbo_charge": [0.230, 0.220, -0.210, -0.255, -0.198, -0.318, -0.012, -0.184, -0.353, -0.162, -0.034, 0.207, 0.183, 0.215, 0.234, 0.217, 0.220], "e_homo_ev": [-7.6, -8.6], "de_lowest_ev": 1.992, "homo_lumo_gap_ev": [7.3, 7.5]}

{"formula": "C4H13N2O", "method": "ωB97M-V/def2-TZVPD", "symbols": ["O", "N", "N", "C", "C", "C", "C", "H", "H", "H", "H", "H", "H", "H", "H", "H", "H", "H", "H", "H"], "xyz": [[1.775966, -0.936738, 1.526589], [0.542685, -1.332672, -1.330905], [0.185125, 1.337689, 1.167194], [0.326827, 0.073134, -1.706640], [-0.895397, 0.743987, -0.999773], [-1.022925, 0.703626, 0.548792], [-1.725383, -0.148709, 1.212922], [0.768939, 0.506529, 1.214716], [-2.323199, -0.887776, 0.689355], [-0.952182, 1.831673, -1.287412], [2.315337, -1.333607, 0.878870], [-0.043673, 1.825443, 2.166025], [-1.871201, 0.358480, -1.435118], [-0.219922, -1.983092, -1.423272], [-0.126983, 0.091647, -2.742521], [-1.613559, -0.314779, 2.293821], [0.569010, 2.118528, 0.678669], [1.147631, 0.685791, -1.922412], [1.310084, -1.724135, -1.749354], [1.852814, -1.615027, 2.220457]], "forces_ev_per_a": [[-0.569, -0.016, 1.825], [-0.975, 1.930, 1.937], [-2.748, 1.584, 3.598], [-4.095, -1.703, -2.046], [-1.294, 1.153, 0.594], [1.896, 0.497, -3.219], [-0.628, -1.567, 1.771], [1.510, -0.302, 0.695], [-0.312, 0.477, 0.036], [0.346, -0.869, 0.055], [0.864, -0.399, -1.870], [0.751, -2.078, -2.578], [1.257, 0.069, 0.704], [-0.443, 0.446, -0.209], [0.489, -0.039, 0.514], [-0.145, 0.268, -0.454], [0.460, 0.302, -1.092], [1.804, 0.578, 0.899], [2.233, -0.935, -1.306], [-0.402, 0.603, 0.148]], "nbo_charge": [-0.958, -0.862, -0.738, -0.246, -0.467, 0.135, -0.354, 0.494, 0.244, 0.232, 0.493, 0.457, 0.248, 0.379, 0.197, 0.222, 0.435, 0.219, 0.371, 0.499], "e_homo_ev": -12.7, "total_charge": 1, "de_lowest_ev": 3.084, "homo_lumo_gap_ev": 9.5}